The following is a quantum chemistry calculation of a structure of composition C35H43BBrF6FeIN7O4S5, from OMol25.

Summary:
E_LUMO (alpha / beta)   -6.16 / -8.72 eV
Frontier orbital gap (alpha / beta)   7.39 / 4.80 eV
E_HOMO (alpha / beta)   -0.4980 / -0.4967 Ha
Energy   -8793.6884 a.u.

```
! RIJCOSX wB97M-V def2-TZVPD def2/J DEFGRID3
* xyz 2 6
Fe -1.560 0.090 0.090
C -0.438 0.480 5.237
C 0.489 0.691 4.084
C 1.682 1.343 4.193
C 2.521 1.540 3.066
N 2.179 1.071 1.895
N 0.997 0.445 1.793
B 0.698 0.003 0.380
N 0.477 0.966 -0.719
N 0.863 0.466 -1.954
C 1.092 1.308 -2.898
C 0.988 2.734 -2.687
C 0.532 3.243 -1.526
C 0.347 4.702 -1.273
C 0.132 2.301 -0.507
S -0.771 2.670 0.822
C 1.501 0.757 -4.250
C 2.911 1.271 -4.575
C 1.507 -0.770 -4.238
C 0.499 1.257 -5.301
N 1.314 -1.294 -0.086
N 2.656 -1.226 -0.088
C 3.313 -2.210 -0.634
C 2.622 -3.345 -1.146
C 1.263 -3.390 -1.176
C 0.490 -4.534 -1.746
C 0.581 -2.252 -0.657
S -1.117 -2.073 -0.759
C 4.826 -2.116 -0.688
C 5.398 -3.090 0.352
C 5.316 -2.500 -2.091
C 5.284 -0.692 -0.380
C 0.118 0.263 2.782
S -1.440 -0.350 2.409
C 3.857 2.266 3.139
C 3.953 3.141 4.390
C 4.022 3.144 1.893
C 4.964 1.202 3.179
H 0.002 0.852 6.159
H -0.666 -0.579 5.356
H -1.384 0.995 5.062
H 1.987 1.729 5.155
H 1.258 3.399 -3.496
H 0.734 5.289 -2.102
H 0.857 4.998 -0.356
H -0.711 4.930 -1.139
H 3.634 0.928 -3.832
H 2.957 2.359 -4.619
H 3.218 0.892 -5.549
H 2.212 -1.160 -3.502
H 1.805 -1.132 -5.222
H 0.518 -1.170 -4.008
H 0.504 2.344 -5.393
H -0.516 0.936 -5.059
H 0.762 0.845 -6.275
H 3.193 -4.178 -1.533
H 1.158 -5.318 -2.093
H -0.125 -4.196 -2.581
H -0.186 -4.950 -0.997
H 5.117 -4.122 0.133
H 5.046 -2.843 1.354
H 6.486 -3.034 0.349
H 5.066 -3.525 -2.366
H 6.402 -2.417 -2.122
H 4.907 -1.829 -2.849
H 5.022 -0.400 0.635
H 4.827 0.026 -1.064
H 6.367 -0.631 -0.490
H 3.154 3.883 4.431
H 4.901 3.678 4.371
H 3.940 2.555 5.309
H 3.227 3.890 1.836
H 4.007 2.546 0.983
H 4.975 3.669 1.945
H 4.885 0.586 4.077
H 5.940 1.686 3.187
H 4.906 0.550 2.309
F -4.784 1.016 -3.321
C -4.450 0.008 -2.538
F -5.439 -0.868 -2.466
F -3.358 -0.590 -3.015
S -4.076 0.630 -0.844
O -3.660 -0.553 -0.069
O -2.902 1.488 -1.016
N -5.353 1.316 -0.407
S -6.301 0.773 0.772
O -5.634 0.723 2.039
O -7.055 -0.376 0.355
C -7.484 2.187 0.806
F -8.408 1.906 1.719
F -6.852 3.300 1.138
F -8.055 2.326 -0.378
Br -5.608 -3.867 -0.483
C -6.777 -3.240 0.812
C -8.135 -3.277 0.560
C -9.014 -2.764 1.496
C -8.556 -2.204 2.712
C -7.221 -2.171 2.988
C -6.300 -2.696 2.052
I -4.342 -2.638 2.518
H -8.497 -3.687 -0.371
H -10.075 -2.784 1.289
H -9.268 -1.803 3.419
H -6.849 -1.743 3.907
*
```

Results of the Mulliken charge analysis, in e, for atoms 1 through 99:
1 Fe -0.005
2 C -1.831
3 C 0.386
4 C -0.358
5 C -0.296
6 N -0.368
7 N 0.687
8 B 1.265
9 N 0.410
10 N -0.789
11 C 0.231
12 C -0.676
13 C -0.502
14 C -1.727
15 C 1.603
16 S -0.359
17 C 2.281
18 C -1.574
19 C -1.538
20 C -1.770
21 N 0.617
22 N -0.601
23 C 0.057
24 C -0.439
25 C 0.389
26 C -1.811
27 C 0.399
28 S -0.361
29 C 2.222
30 C -1.810
31 C -1.710
32 C -1.189
33 C 0.209
34 S -0.277
35 C 2.297
36 C -2.136
37 C -1.622
38 C -0.991
39 H 0.388
40 H 0.376
41 H 0.388
42 H 0.385
43 H 0.491
44 H 0.465
45 H 0.324
46 H 0.388
47 H 0.182
48 H 0.370
49 H 0.474
50 H -0.005
51 H 0.541
52 H 0.306
53 H 0.355
54 H 0.324
55 H 0.486
56 H 0.447
57 H 0.415
58 H 0.378
59 H 0.370
60 H 0.368
61 H 0.336
62 H 0.486
63 H 0.395
64 H 0.493
65 H 0.227
66 H -0.428
67 H 0.123
68 H 0.623
69 H 0.463
70 H 0.435
71 H 0.414
72 H 0.376
73 H 0.189
74 H 0.485
75 H 0.391
76 H 0.469
77 H -0.213
78 F -0.187
79 C 0.563
80 F -0.172
81 F -0.199
82 S 1.069
83 O -0.580
84 O -0.701
85 N -0.425
86 S 1.312
87 O -0.662
88 O -0.505
89 C 0.471
90 F -0.198
91 F -0.194
92 F -0.200
93 Br -0.007
94 C 0.277
95 C -0.474
96 C -0.412
97 C -0.611
98 C -0.503
99 C 0.145